{
  "formula": "C64H176N10O22",
  "method": "the ωB97M-V functional and the def2-TZVPD basis",
  "species": ["O", "O", "O", "O", "O", "O", "O", "O", "O", "O", "O", "O", "O", "O", "O", "O", "O", "O", "O", "O", "O", "O", "N", "N", "N", "N", "N", "N", "N", "N", "N", "N", "C", "C", "C", "C", "C", "C", "C", "C", "C", "C", "C", "C", "C", "C", "C", "C", "C", "C", "C", "C", "C", "C", "C", "C", "C", "C", "C", "C", "C", "C", "C", "C", "C", "C", "C", "C", "C", "C", "C", "C", "C", "C", "C", "C", "C", "C", "C", "C", "C", "C", "C", "C", "C", "C", "C", "C", "C", "C", "C", "C", "C", "C", "C", "C", "H", "H", "H", "H", "H", "H", "H", "H", "H", "H", "H", "H", "H", "H", "H", "H", "H", "H", "H", "H", "H", "H", "H", "H", "H", "H", "H", "H", "H", "H", "H", "H", "H", "H", "H", "H", "H", "H", "H", "H", "H", "H", "H", "H", "H", "H", "H", "H", "H", "H", "H", "H", "H", "H", "H", "H", "H", "H", "H", "H", "H", "H", "H", "H", "H", "H", "H", "H", "H", "H", "H", "H", "H", "H", "H", "H", "H", "H", "H", "H", "H", "H", "H", "H", "H", "H", "H", "H", "H", "H", "H", "H", "H", "H", "H", "H", "H", "H", "H", "H", "H", "H", "H", "H", "H", "H", "H", "H", "H", "H", "H", "H", "H", "H", "H", "H", "H", "H", "H", "H", "H", "H", "H", "H", "H", "H", "H", "H", "H", "H", "H", "H", "H", "H", "H", "H", "H", "H", "H", "H", "H", "H", "H", "H", "H", "H", "H", "H", "H", "H", "H", "H", "H", "H", "H", "H", "H", "H", "H", "H", "H", "H", "H", "H", "H", "H", "H", "H", "H", "H", "H", "H", "H", "H", "H", "H"],
  "positions_angstrom": [[-14.044, 12.999, -18.870], [-5.400, 13.129, -26.440], [-4.146, 20.582, -15.387], [-4.131, 11.537, -13.951], [-14.937, 19.015, -16.936], [-7.282, 16.286, -13.153], [-6.653, 20.433, -17.096], [-8.196, 12.866, -18.914], [-13.237, 6.802, -19.026], [-8.536, 22.106, -21.178], [-9.078, 9.345, -14.136], [-5.761, 11.474, -19.764], [-9.206, 10.874, -23.390], [-7.765, 17.932, -15.626], [-5.102, 21.406, -27.884], [-10.513, 12.469, -10.081], [-9.473, 19.691, -25.436], [-7.028, 6.213, -20.818], [-10.486, 19.431, -15.438], [-10.735, 13.674, -23.683], [-12.154, 21.087, -25.305], [-8.000, 16.977, -26.383], [-14.854, 6.301, -15.713], [-12.363, 17.058, -15.004], [-8.483, 13.774, -21.694], [-10.384, 21.579, -23.212], [-14.496, 10.840, -15.717], [-2.019, 8.546, -15.312], [-6.903, 19.843, -26.630], [-10.015, 15.441, -12.377], [-6.491, 7.304, -17.699], [-6.323, 12.144, -22.982], [-9.112, 11.762, -14.419], [-8.424, 16.677, -27.765], [-5.326, 20.039, -17.406], [-14.296, 11.183, -17.122], [-4.575, 19.552, -16.175], [-14.039, 6.965, -16.663], [-7.999, 14.636, -20.598], [-11.664, 20.297, -26.369], [-7.085, 5.737, -19.462], [-4.713, 11.916, -18.948], [-11.282, 21.591, -15.708], [-5.531, 11.669, -13.814], [-7.578, 6.536, -18.321], [-2.353, 9.895, -14.822], [-13.307, 17.324, -16.075], [-10.392, 20.809, -22.037], [-14.278, 16.260, -16.129], [-6.275, 7.372, -20.905], [-5.833, 20.459, -25.803], [-6.201, 13.069, -25.298], [-9.562, 15.699, -27.662], [-13.136, 8.128, -19.384], [-5.759, 12.535, -27.664], [-12.686, 14.600, -24.872], [-8.575, 14.214, -19.191], [-3.612, 11.823, -19.928], [-7.238, 16.120, -28.499], [-15.571, 10.516, -17.748], [-7.327, 15.787, -14.509], [-4.745, 13.332, -18.351], [-14.318, 6.377, -18.098], [-5.419, 12.355, -24.089], [-12.663, 13.054, -19.253], [-5.388, 19.519, -24.651], [-8.977, 20.767, -21.429], [-8.792, 7.544, -18.587], [-11.145, 10.331, -15.181], [-8.142, 16.056, -21.062], [-9.542, 11.569, -10.521], [-1.985, 10.826, -15.949], [-14.213, 12.732, -17.420], [-10.880, 13.462, -11.056], [-16.215, 18.711, -16.558], [-10.062, 8.773, -22.765], [-10.172, 20.486, -26.433], [-10.452, 20.295, -17.744], [-9.609, 10.428, -14.960], [-7.485, 22.369, -20.318], [-8.926, 12.350, -17.824], [-11.325, 14.875, -24.203], [-4.841, 10.925, -24.433], [-13.888, 18.772, -16.024], [-3.844, 10.155, -14.433], [-10.947, 19.402, -22.329], [-10.298, 20.540, -16.238], [-4.095, 22.139, -28.598], [-12.581, 6.823, -16.056], [-9.078, 9.153, -24.980], [-4.618, 20.728, -26.694], [-9.884, 9.779, -23.877], [-11.560, 15.684, -22.914], [-8.305, 16.611, -15.284], [-9.127, 15.258, -10.227], [-9.695, 14.426, -11.419], [-12.025, 13.451, -18.463], [-10.654, 15.113, -13.087], [-6.770, 12.751, -28.011], [-9.133, 8.269, -22.497], [-3.827, 21.227, -26.136], [-12.194, 20.680, -27.241], [-4.229, 11.073, -25.323], [-2.241, 11.884, -15.891], [-6.795, 15.220, -28.074], [-9.842, 12.506, -14.739], [-9.852, 21.505, -26.216], [-11.389, 9.295, -15.418], [-8.770, 17.300, -25.910], [-5.670, 6.717, -17.664], [-10.317, 16.270, -27.122], [-4.036, 13.425, -17.529], [-9.703, 8.620, -14.211], [-10.778, 8.022, -23.098], [-5.868, 12.701, -13.914], [-10.070, 22.456, -22.822], [-15.640, 9.431, -17.665], [-4.634, 13.052, -23.797], [-8.081, 12.077, -14.576], [-14.054, 8.531, -19.812], [-15.561, 10.783, -18.805], [-7.084, 12.442, -25.422], [-4.131, 19.771, -26.879], [-6.886, 23.232, -20.609], [-4.713, 20.723, -17.993], [-7.604, 13.409, -22.030], [-9.191, 16.230, -21.301], [-9.919, 15.929, -9.894], [-8.938, 13.836, -11.936], [-8.978, 8.446, -18.004], [-5.064, 18.559, -25.052], [-5.449, 19.197, -18.088], [-7.967, 22.757, -19.420], [-11.921, 19.370, -22.817], [-9.870, 11.490, -23.071], [-6.255, 21.444, -25.599], [-9.541, 10.730, -9.826], [-11.200, 18.907, -21.392], [-8.562, 12.045, -10.566], [-6.375, 16.785, -28.542], [-15.043, 16.306, -15.353], [-4.523, 9.726, -15.170], [-12.720, 17.372, -14.113], [-13.872, 15.257, -16.000], [-0.897, 10.838, -16.022], [-3.625, 22.860, -27.929], [-10.475, 9.130, -21.822], [-13.424, 14.164, -24.198], [-9.772, 20.305, -27.430], [-9.827, 11.169, -11.495], [-6.795, 20.438, -27.438], [-2.253, 8.464, -16.291], [-2.350, 10.414, -16.890], [-5.858, 11.083, -12.955], [-14.336, 5.465, -15.484], [-8.342, 15.864, -10.680], [-8.713, 14.573, -9.487], [-10.820, 10.170, -24.277], [-3.533, 10.798, -20.289], [-13.419, 13.181, -16.823], [-5.905, 11.461, -27.552], [-9.223, 11.951, -13.351], [-11.553, 17.655, -15.097], [-6.328, 15.647, -14.925], [-6.040, 11.268, -14.691], [-4.521, 14.031, -19.157], [-13.363, 10.725, -17.453], [-13.087, 19.448, -16.322], [-7.510, 15.833, -29.515], [-5.154, 12.643, -28.565], [-10.592, 15.510, -24.701], [-12.457, 5.814, -15.663], [-6.153, 5.286, -19.123], [-15.280, 6.601, -18.559], [-12.598, 15.848, -22.627], [-11.538, 11.024, -15.925], [-10.263, 18.698, -22.802], [-9.269, 16.816, -14.819], [-4.088, 9.531, -13.573], [-14.242, 5.291, -18.068], [-4.618, 20.042, -24.082], [-6.719, 13.984, -25.010], [-9.687, 21.089, -23.755], [-8.056, 9.058, -24.614], [-14.214, 9.915, -15.426], [-5.795, 11.444, -22.481], [-9.978, 12.473, -18.080], [-4.496, 11.135, -18.219], [-11.033, 21.264, -21.282], [-12.547, 7.938, -20.281], [-5.561, 10.153, -24.704], [-4.486, 22.770, -29.397], [-14.168, 19.120, -15.030], [-6.232, 19.395, -23.972], [-8.913, 12.984, -21.235], [-8.909, 20.120, -20.553], [-7.860, 5.870, -17.506], [-8.146, 15.985, -12.860], [-15.160, 13.081, -17.009], [-8.649, 11.309, -17.658], [-12.606, 8.705, -18.626], [-16.500, 17.677, -16.751], [-11.280, 16.733, -23.019], [-3.648, 21.136, -15.992], [-15.732, 6.057, -16.148], [-10.578, 16.179, -11.977], [-8.909, 13.006, -16.953], [-12.273, 12.041, -19.348], [-9.135, 14.930, -27.018], [-11.787, 6.904, -16.799], [-12.317, 21.286, -15.550], [-6.535, 7.826, -16.836], [-11.628, 14.094, -10.577], [-8.721, 17.588, -28.286], [-11.646, 10.485, -14.225], [-9.989, 21.127, -18.274], [-6.925, 21.476, -20.041], [-9.037, 9.791, -25.863], [-7.756, 14.785, -14.529], [-8.256, 20.414, -22.166], [-11.927, 19.247, -26.247], [-11.134, 15.199, -22.035], [-6.620, 11.737, -19.425], [-11.255, 22.429, -16.404], [-7.736, 16.429, -22.002], [-13.100, 15.542, -25.233], [-8.815, 7.874, -19.625], [-3.654, 19.102, -16.546], [-3.279, 21.537, -28.998], [-2.565, 11.968, -19.659], [-9.822, 13.827, -23.427], [-12.307, 7.494, -15.242], [-6.924, 14.514, -20.465], [-11.513, 20.296, -17.994], [-9.785, 7.122, -18.435], [-9.253, 20.845, -16.186], [-3.703, 12.470, -20.800], [-9.642, 14.433, -19.225], [-9.202, 10.197, -15.945], [-9.983, 19.374, -18.089], [-5.666, 13.573, -17.819], [-16.430, 19.036, -15.540], [-16.874, 19.327, -17.170], [-8.652, 16.122, -16.194], [-11.559, 20.830, -24.597], [-7.126, 11.605, -23.274], [-9.365, 8.153, -25.305], [-15.472, 10.956, -15.483], [-12.647, 13.831, -25.643], [-8.262, 14.948, -18.449], [-6.816, 8.224, -20.494], [-11.128, 12.986, -12.004], [-12.610, 17.343, -16.913], [-1.017, 8.463, -15.405], [-14.716, 16.238, -17.127], [-9.924, 15.153, -28.534], [-7.800, 4.914, -19.434], [-8.124, 18.585, -15.020], [-10.902, 21.890, -14.732], [-16.486, 10.931, -17.325], [-6.638, 18.906, -26.897], [-6.165, 7.678, -21.945], [-7.896, 16.870, -20.380], [-5.258, 7.235, -20.537], [-8.612, 19.498, -25.815], [-5.132, 18.822, -15.588], [-14.244, 8.032, -16.752], [-1.746, 10.151, -13.954], [-10.139, 19.483, -14.544], [-7.016, 19.780, -16.493], [-4.146, 10.543, -23.686], [-12.472, 13.538, -20.211]],
  "lowdin_charge": [-0.18, -0.18, -0.04, -0.18, -0.17, -0.08, -0.07, -0.20, -0.22, -0.21, -0.05, -0.05, -0.05, -0.09, -0.20, -0.19, -0.12, -0.16, -0.07, -0.09, -0.08, -0.08, 0.03, 0.04, 0.07, 0.06, 0.02, 0.03, 0.06, 0.02, 0.02, 0.03, -0.05, -0.47, -0.24, -0.40, -0.29, -0.42, -0.39, -0.25, -0.20, -0.50, -0.04, -0.13, -0.40, -0.41, -0.44, -0.44, -0.08, -0.14, -0.39, -0.17, -0.05, -0.14, -0.12, -0.05, -0.16, -0.10, -0.05, -0.07, -0.22, -0.03, -0.11, -0.36, -0.10, -0.03, -0.17, -0.02, -0.03, -0.07, -0.12, -0.09, -0.14, -0.15, -0.15, -0.05, -0.22, -0.03, -0.43, -0.12, -0.08, -0.43, -0.04, -0.17, -0.15, -0.06, -0.49, -0.09, -0.03, -0.05, -0.20, -0.52, -0.06, -0.20, -0.02, -0.44, 0.06, 0.08, 0.07, 0.08, 0.12, 0.12, 0.06, 0.07, 0.06, 0.08, 0.12, 0.04, 0.05, 0.06, 0.08, 0.07, 0.07, 0.08, 0.08, 0.09, 0.06, 0.13, 0.05, 0.09, 0.07, 0.11, 0.12, 0.09, 0.12, 0.03, 0.05, 0.08, 0.12, 0.05, 0.08, 0.11, 0.08, 0.08, 0.07, 0.14, 0.10, 0.07, 0.09, 0.08, 0.09, 0.11, 0.07, 0.06, 0.08, 0.08, 0.07, 0.08, 0.11, 0.07, 0.07, 0.06, 0.07, 0.10, 0.06, 0.07, 0.08, 0.14, 0.08, 0.10, 0.08, 0.04, 0.03, 0.13, 0.06, 0.08, 0.10, 0.09, 0.09, 0.09, 0.11, 0.07, 0.12, 0.12, 0.07, 0.07, 0.06, 0.10, 0.11, 0.12, 0.08, 0.12, 0.06, 0.07, 0.06, 0.06, 0.07, 0.12, 0.14, 0.09, 0.07, 0.09, 0.12, 0.07, 0.07, 0.11, 0.12, 0.00, 0.12, 0.09, 0.08, 0.08, 0.05, 0.09, 0.07, 0.09, 0.08, 0.07, 0.08, 0.06, 0.07, 0.07, 0.13, 0.13, 0.09, 0.08, 0.08, 0.08, 0.09, 0.12, 0.11, 0.06, 0.06, 0.08, 0.08, 0.08, 0.05, 0.12, 0.08, 0.08, 0.04, 0.05, 0.12, 0.08, 0.05, 0.12, 0.08, 0.12, 0.10, 0.08, 0.06, 0.09, 0.09, 0.11, 0.00, 0.05, 0.08, 0.07, 0.07, 0.11, 0.08, 0.11, 0.14, 0.07, 0.09, 0.09, 0.13, 0.06, 0.08, 0.08, 0.06, 0.08, 0.07, 0.09, 0.00, 0.12, 0.09, 0.14, 0.10, 0.04, 0.07, 0.08],
  "homo_lumo_gap_ev": 9.0,
  "lumo_ev": 0.2
}